[1]
C38H35GeMoN8PSe2 as an isolated structure at a distorted geometry, computed with ωB97M-V/def2-TZVPD.

The geometry in XYZ format:
```
86
C38H35GeMoN8PSe2 | OMol25 | ωB97M-V/def2-TZVPD
Mo -1.498 0.229 0.487
Se -4.258 -4.155 6.140
N -3.300 -2.687 6.133
C -3.127 -2.328 4.885
C -2.383 -1.159 4.472
C -1.792 -0.249 5.350
C -1.150 0.854 4.826
C -1.083 1.016 3.449
N -1.588 0.129 2.592
C -2.259 -0.929 3.098
C -2.884 -1.783 2.115
N -2.728 -1.403 0.812
C -3.351 -2.152 -0.113
C -4.116 -3.261 0.185
C -4.266 -3.652 1.502
C -3.639 -2.898 2.493
C -3.738 -3.189 3.908
N -4.386 -4.220 4.392
H -1.864 -0.410 6.417
H -0.704 1.597 5.472
H -0.619 1.892 3.015
H -3.230 -1.832 -1.138
H -4.593 -3.810 -0.615
H -4.858 -4.515 1.777
C -0.547 0.423 -4.934
N -0.912 1.734 -4.247
C -2.377 2.053 -4.558
N -3.213 0.967 -4.184
C -2.813 -0.267 -4.850
N -1.433 -0.611 -4.529
C -1.253 -1.032 -3.143
P -1.721 0.327 -1.945
C -0.678 1.637 -2.775
C -3.343 0.804 -2.743
H 0.478 0.189 -4.662
H -0.616 0.586 -6.011
H -0.327 2.484 -4.621
H -2.443 2.231 -5.632
H -2.641 2.957 -4.011
H -2.913 -0.145 -5.930
H -3.471 -1.076 -4.536
H -0.209 -1.299 -2.966
H -1.855 -1.926 -2.964
H 0.372 1.397 -2.601
H -0.898 2.597 -2.310
H -3.688 1.737 -2.296
H -4.102 0.046 -2.540
C 0.367 0.511 0.275
Ge 2.338 0.530 0.340
C 2.998 0.663 -1.513
C 3.067 -0.524 -2.246
C 3.603 -0.538 -3.526
C 4.065 0.643 -4.096
C 3.987 1.831 -3.383
C 3.462 1.841 -2.095
C 2.854 1.949 1.587
C 2.134 2.056 2.775
C 2.527 2.952 3.757
C 3.651 3.742 3.561
C 4.378 3.634 2.384
C 3.984 2.737 1.401
C 2.899 -1.196 1.070
C 4.035 -1.856 0.610
C 4.455 -3.032 1.216
C 3.750 -3.548 2.294
C 2.623 -2.891 2.767
C 2.199 -1.721 2.156
H -0.185 1.520 0.334
H 2.743 -1.452 -1.783
H 3.682 -1.473 -4.070
H 4.507 0.630 -5.084
H 4.366 2.748 -3.818
H 3.423 2.772 -1.542
H 1.279 1.410 2.944
H 1.968 3.027 4.681
H 3.970 4.431 4.332
H 5.259 4.244 2.236
H 4.575 2.643 0.497
H 4.605 -1.450 -0.217
H 5.339 -3.540 0.853
H 4.084 -4.459 2.771
H 2.082 -3.285 3.618
H 1.317 -1.205 2.526
Se -3.524 1.877 0.864
C -2.692 3.070 -0.216
N -2.156 3.809 -0.926
```

Properties
- HOMO (alpha / beta) (eV) = -13.07 / -13.06
- energy relative to the best compared isomer or geometry (same formula, charge and spin) (kcal/mol) = 32.1
- gap between HOMO and LUMO (alpha / beta) (eV) = 6.29 / 6.36
- strongest force on any atom (eV/Å) = 2.68
- M (g/mol) = 961.2
- total charge = +2

Results of the Löwdin charge analysis, in e, for atoms 1 through 6: 0.9062, 1.2385, -0.2134, -0.3299, -0.0626, 0.0555

[2]
C5H14N2O as an isolated structure at a distorted geometry, computed with ωB97M-V/def2-TZVPD.

The geometry in XYZ format:
```
22
C5H14N2O | OMol25 | ωB97M-V/def2-TZVPD
C 2.117 0.170 0.280
C 0.424 -0.490 0.222
C -2.333 0.709 1.113
C -2.643 -0.430 -0.987
C 3.088 -0.841 -0.293
N -1.724 -0.062 0.058
N -0.148 0.475 -0.580
O 2.458 1.461 -0.113
H 2.107 1.650 -0.991
H -0.069 1.409 -0.171
H 2.179 0.181 1.376
H 0.189 -0.623 1.277
H 0.496 -1.455 -0.281
H -2.762 1.655 0.742
H -3.135 0.143 1.605
H -1.580 0.948 1.870
H -2.109 -0.997 -1.750
H -3.444 -1.069 -0.592
H -3.116 0.445 -1.460
H 4.114 -0.602 -0.004
H 3.043 -0.836 -1.382
H 2.847 -1.842 0.062
```

Properties
- HOMO (eV) = -8.42
- energy relative to the best compared isomer or geometry (same formula, charge and spin) (kcal/mol) = 122.7
- gap between HOMO and LUMO (eV) = 9.30
- strongest force on any atom (eV/Å) = 6.07
- M (g/mol) = 118.2

Results of the Löwdin charge analysis, in e, for atoms 1 through 6: -0.3809, -0.2225, -0.1344, -0.1401, -0.0808, -0.2418

[3]
One molecule with the formula C4H4O2S at a distorted geometry, computed with ωB97M-V/def2-TZVPD.

The geometry in XYZ format:
```
11
C4H4O2S | OMol25 | ωB97M-V/def2-TZVPD
C -0.198 1.938 1.206
C -0.476 0.793 0.515
C 0.527 -0.147 -0.101
S 2.101 0.052 0.108
C -0.088 -1.268 -0.985
O -1.275 -1.341 -1.169
O 0.855 -2.146 -1.432
H -1.009 2.465 1.687
H 0.810 2.303 1.275
H -1.575 0.296 0.562
H 0.328 -2.945 -1.666
```

Properties
- HOMO (eV) = -9.06
- energy relative to the best compared isomer or geometry (same formula, charge and spin) (kcal/mol) = 32.7
- gap between HOMO and LUMO (eV) = 7.63
- strongest force on any atom (eV/Å) = 3.09
- M (g/mol) = 116.1

Results of the Löwdin charge analysis, in e, for atoms 1 through 6: 0.0177, -0.1960, -0.6746, 0.8401, -0.5304, 0.1075